No. 1
Computed, not measured: a structure of composition C2H3NO8S2 at a distorted geometry, with ωB97M-V/def2-TZVPD.

Geometry as XYZ:
```
16
Properties=species:S:1:pos:R:3:forces:R:3:mulliken_charge:R:1
C -1.4204 0.3992 1.0020 1.399 2.356 0.975 0.29
C -0.4882 -0.6673 0.6108 -1.275 -1.454 -1.119 0.49
N -2.6313 0.1870 0.7089 0.453 0.437 0.802 -0.59
O 2.9061 -1.7133 0.3011 -1.522 1.137 -0.688 -0.56
O 1.0424 -1.9085 -1.2530 -1.113 -0.720 -1.621 -0.42
O 0.7940 2.0279 0.4552 0.816 0.441 2.038 -0.60
O 1.2972 2.2902 -1.8547 1.045 0.884 -1.808 -0.58
O 0.7687 -0.6899 0.9664 -0.862 -0.508 -0.245 -0.35
O -0.2524 0.5536 -1.1278 0.648 0.485 0.483 -0.58
O 2.0660 0.2606 -0.7962 1.544 0.729 -0.032 -0.23
O -0.9818 -1.7753 0.1246 0.916 0.731 0.388 -0.36
S 1.7468 -1.1493 -0.3383 4.304 -2.043 2.774 1.16
S 0.9171 1.4492 -0.8179 -3.439 -0.642 -1.504 1.30
H -0.7962 1.3562 1.3896 -2.107 -2.136 -0.614 0.37
H -3.1641 1.0037 0.9983 -0.373 -0.006 -0.238 0.30
H -1.8040 -1.6241 -0.3690 -0.435 0.308 0.408 0.37
```
Forces are in eV/Å.

Its LUMO energy is -1.87 eV. For the HOMO energy, the calculation gives -11.13 eV. The calculation puts the energy above the lowest of the compared OMol25 structures with the same formula, charge and spin at 0.0000 eV. The calculation puts the HOMO-LUMO gap at 0.340 Ha.

No. 2
Computed, not measured: the molecule C2H3NOS at a distorted geometry, with ωB97M-V/def2-TZVPD.

Geometry as XYZ:
```
8
Properties=species:S:1:pos:R:3:forces:R:3:mulliken_charge:R:1
C -1.6718 -0.4398 -0.2112 2.301 3.243 1.549 -0.28
N -0.6792 0.4385 0.0545 -3.880 -2.718 -1.116 -0.34
O 0.4544 -0.3179 0.5396 0.520 3.097 -1.582 -0.11
C 1.5429 0.4802 0.1019 0.946 -0.899 0.869 0.05
S 2.9644 -0.2859 -0.0811 -0.742 0.680 0.008 -0.24
H -2.7445 -0.0979 -0.5507 2.639 -0.674 0.704 0.25
H -1.3282 -1.4035 0.1642 -1.083 -0.570 -0.670 0.34
H 1.4620 1.6263 -0.0172 -0.701 -2.159 0.238 0.32
```
Forces are in eV/Å.

Its LUMO energy is 0.02 eV. As for the structure (SMILES): C=NOC=S. For the HOMO energy, the calculation gives -9.07 eV. The calculation puts the energy above the lowest of the compared OMol25 structures with the same formula, charge and spin at 3.4455 eV. The calculation puts the HOMO-LUMO gap at 0.334 Ha.

No. 3
Computed, not measured: a cluster of 2 separate species, C2H3NOS in total at a distorted geometry, with ωB97M-V/def2-TZVPD.

Geometry as XYZ:
```
8
Properties=species:S:1:pos:R:3:forces:R:3:mulliken_charge:R:1
N -0.3991 -1.3208 1.8433 -0.641 0.558 0.674 -0.38
C 0.1767 -1.9019 0.9798 -0.309 0.145 -0.051 0.51
O 0.5621 -2.4082 0.0163 0.710 -0.623 -0.845 -0.40
H -0.2575 -1.1119 2.8046 0.238 -0.056 0.207 0.27
C -0.0342 1.5958 -1.4859 0.025 0.375 0.360 -0.33
S 0.1547 2.8326 -0.4810 -0.025 -0.200 -0.163 -0.18
H -0.9667 1.0492 -1.5413 -0.117 -0.108 -0.045 0.25
H 0.7639 1.2653 -2.1358 0.119 -0.091 -0.137 0.26
```
Forces are in eV/Å.

Its LUMO energy is -0.36 eV. As for the structure (SMILES): N=C=O.C=S. For the HOMO energy, the calculation gives -8.89 eV. The calculation puts the energy above the lowest of the compared OMol25 structures with the same formula, charge and spin at 0.9304 eV. The calculation puts the HOMO-LUMO gap at 0.313 Ha.

No. 4
Computed, not measured: a structure of composition C2H3NOS at a distorted geometry, with ωB97M-V/def2-TZVPD.

Geometry as XYZ:
```
8
Properties=species:S:1:pos:R:3:forces:R:3:mulliken_charge:R:1
C -0.9103 1.6561 -0.3919 0.251 -2.469 2.018 0.02
C 0.7781 -0.6529 0.0905 0.114 -1.168 -1.886 -0.78
N -0.7761 2.6382 -0.9716 -0.008 0.593 -0.435 -0.37
O -1.6836 -1.1339 0.6437 -2.231 -2.125 -0.560 -0.39
S -0.7092 -0.1968 1.0203 2.349 3.821 -1.076 0.59
H 1.6020 -1.1007 0.6454 -0.599 -0.482 0.761 0.33
H 1.3020 0.2205 -0.3160 -0.741 -0.060 -0.355 0.33
H 0.3970 -1.4306 -0.7203 0.865 1.890 1.533 0.27
```
Forces are in eV/Å.

Its LUMO energy is -1.57 eV. For the HOMO energy, the calculation gives -10.99 eV. The calculation puts the energy above the lowest of the compared OMol25 structures with the same formula, charge and spin at 3.2034 eV. The calculation puts the HOMO-LUMO gap at 0.346 Ha.

No. 5
Computed, not measured: the molecule C2H3NOS at a distorted geometry, with ωB97M-V/def2-TZVPD.

Geometry as XYZ:
```
8
Properties=species:S:1:pos:R:3:forces:R:3:mulliken_charge:R:1
N 0.9120 -0.8580 -1.9226 0.092 0.491 2.334 -0.36
C 0.7886 -0.4103 -0.8496 -0.085 -0.584 -3.013 0.26
C 0.4249 0.4089 0.2934 -0.437 1.333 -0.638 -0.08
O 0.4016 -0.2080 1.4811 0.744 0.924 1.321 -0.45
S -1.5234 1.0762 -0.3224 1.152 -1.978 0.454 -0.21
H 1.2202 1.2187 0.4584 -1.828 -0.407 -0.871 0.32
H -0.0751 -1.0052 1.4603 -1.093 -1.715 -0.085 0.37
H -2.1487 -0.2223 -0.5986 1.453 1.936 0.498 0.16
```
Forces are in eV/Å.

Its LUMO energy is -0.18 eV. As for the structure (SMILES): N#C[C@H](O)S. For the HOMO energy, the calculation gives -9.79 eV. The calculation puts the energy above the lowest of the compared OMol25 structures with the same formula, charge and spin at 1.8925 eV. The calculation puts the HOMO-LUMO gap at 0.353 Ha.

No. 6
Computed, not measured: a cluster of 2 separate species, C2H3NOS in total at a distorted geometry, with ωB97M-V/def2-TZVPD.

Geometry as XYZ:
```
8
Properties=species:S:1:pos:R:3:forces:R:3:mulliken_charge:R:1
C -1.3381 -2.4395 0.1597 -1.275 -0.264 0.926 0.12
C 0.8014 1.0654 0.1732 -0.298 0.332 0.653 -0.56
N 0.6892 0.4312 -1.0915 0.362 -0.655 -0.982 -0.20
O -2.3217 -2.1880 0.6741 1.007 -0.370 -0.460 -0.16
S -0.4345 -0.5909 -1.3974 0.196 0.930 -0.183 0.01
H -0.0432 0.8745 0.8428 -0.011 0.016 0.030 0.30
H 1.7269 0.7081 0.6357 -0.019 0.073 -0.040 0.24
H 0.9200 2.1392 0.0034 0.038 -0.062 0.054 0.25
```
Forces are in eV/Å.

Its LUMO energy is -1.10 eV. For the HOMO energy, the calculation gives -8.38 eV. The calculation puts the energy above the lowest of the compared OMol25 structures with the same formula, charge and spin at 2.2830 eV. The calculation puts the HOMO-LUMO gap at 0.268 Ha.